Formula: C24H41DyF3O3P2S
Source: the OMol25 dataset
Level of theory: ωB97M-V with the def2-TZVPD basis set

Multiplicity: 6
Max |F| in Eh/bohr: 0.10346
HOMO-LUMO gap (spin up / spin down) in eV: 4.569 / 6.344
Total charge: +1
⟨S²⟩: 9.568

Geometry as XYZ:
```
75
C24H41DyF3O3P2S (ωB97M-V with the def2-TZVPD basis set)
Dy -0.1085 0.4539 1.0283
C -0.9007 -1.9957 2.7436
C 0.4009 -2.2422 2.2124
C 0.6036 -0.7317 3.9422
C -0.7663 -1.0677 3.8158
C 1.3287 -1.4439 2.9451
C -2.1526 -2.6906 2.3592
H -2.1792 -2.9068 1.2832
H -3.0292 -2.0796 2.6054
H -2.2517 -3.6457 2.9002
C -1.8343 -0.6281 4.7314
H -2.8122 -1.0074 4.4168
H -1.8849 0.4645 4.7554
H -1.6497 -0.9715 5.7601
C 1.1754 0.1011 5.0130
H 0.9638 -0.3240 6.0088
H 0.7405 1.1102 4.9891
H 2.2625 0.1957 4.9092
C 2.8001 -1.4792 2.8179
H 3.2306 -2.2921 3.4277
H 3.2503 -0.5396 3.1639
H 3.1157 -1.6430 1.7769
C 0.7647 -3.3036 1.2428
H 1.0900 -4.2147 1.7714
H 1.5927 -2.9932 0.5925
H -0.0846 -3.5831 0.6093
C -1.3074 1.4776 -3.2101
C -1.7136 0.1786 -3.4051
C -1.2022 -0.6989 -4.4971
C 0.3199 -0.6200 -4.7852
C 1.1542 -0.2875 -3.6020
C 1.5999 0.9753 -3.2934
C 1.0275 2.2302 -3.8570
C -0.4837 2.1858 -4.2141
H -1.7539 -0.4043 -5.4107
H 0.5025 0.0827 -5.6082
H -1.4721 -1.7588 -4.3286
H -0.6194 1.7632 -5.2205
H -1.7033 2.0971 -2.4087
H -2.6540 -0.1930 -3.0140
H -0.8511 3.2222 -4.2678
H 1.1946 3.0965 -3.1889
H 2.6303 1.0867 -2.9670
H 1.6025 2.4607 -4.7766
H 0.6434 -1.6071 -5.1594
H 1.5777 -1.1586 -3.1120
P -1.6912 -0.7463 -0.7571
C -3.2329 0.2771 -0.7720
C -1.5727 -2.2294 -1.7872
P 1.9749 0.3634 -0.6450
C -0.2440 0.3334 -1.1955
C 3.1203 -0.8643 -1.2887
C 2.5095 2.1022 -0.6545
H -3.2491 0.9716 0.0912
H -4.1118 -0.3903 -0.6885
H -3.3340 0.8860 -1.6826
H -0.7987 -2.0838 -2.5452
H -2.5286 -2.4592 -2.2739
H -1.2815 -3.0804 -1.1619
H 2.2845 2.5409 -1.6336
H 3.5913 2.1466 -0.4703
H 2.0206 2.7234 0.1139
H -0.4160 1.4359 -1.2155
H 0.0683 -0.1255 -2.1383
H 3.8794 -1.1098 -0.5414
H 3.6061 -0.5124 -2.1998
H 2.5822 -1.7924 -1.5102
F -1.9779 4.4057 3.7984
C -0.8582 3.6501 3.7760
F 0.1715 4.3388 4.3239
F -1.0746 2.5505 4.5513
S -0.4649 3.1600 2.0039
O -1.5541 2.1803 1.6544
O -0.3472 4.3448 1.2124
O 0.7712 2.3130 2.1403
```